Entry 1:
{"formula": "C36H94BMn2O18", "method": "the ωB97M-V functional and the def2-TZVPD basis", "symbols": ["Mn", "Mn", "C", "C", "O", "H", "H", "H", "H", "H", "C", "C", "O", "H", "H", "H", "H", "H", "C", "C", "O", "H", "H", "H", "H", "H", "C", "C", "O", "H", "H", "H", "H", "H", "B", "H", "H", "H", "H", "C", "O", "C", "C", "O", "C", "H", "H", "H", "H", "H", "H", "H", "H", "H", "H", "C", "O", "C", "C", "O", "C", "H", "H", "H", "H", "H", "H", "H", "H", "H", "H", "C", "O", "C", "C", "O", "C", "H", "H", "H", "H", "H", "H", "H", "H", "H", "H", "C", "O", "C", "C", "O", "C", "H", "H", "H", "H", "H", "H", "H", "H", "H", "H", "C", "O", "C", "C", "O", "C", "H", "H", "H", "H", "H", "H", "H", "H", "H", "H", "C", "O", "C", "C", "O", "C", "H", "H", "H", "H", "H", "H", "H", "H", "H", "H", "C", "O", "C", "C", "O", "C", "H", "H", "H", "H", "H", "H", "H", "H", "H", "H"], "xyz": [[-3.0405, 1.5773, -0.0781], [-2.3781, -1.5003, -0.8320], [-0.3020, 4.1436, 0.2051], [-1.6435, 4.5020, -0.4411], [-2.3170, 3.4108, -0.9037], [0.3863, 3.7905, -0.5705], [-0.4044, 3.4604, 1.0363], [0.2056, 5.0742, 0.5308], [-1.4901, 5.2758, -1.2223], [-2.2720, 5.0392, 0.3302], [-0.6192, -5.5268, -0.2595], [-0.3457, -4.0413, -0.4059], [-1.4633, -3.2729, -0.2681], [-1.3402, -5.8760, -1.0111], [-1.1701, -5.7062, 0.6693], [0.3047, -6.1054, -0.3293], [0.1281, -3.8380, -1.3928], [0.3871, -3.7521, 0.3804], [0.9133, -0.6601, 0.6924], [0.0928, 0.4639, 0.0942], [-1.1836, 0.2680, -0.3790], [0.5692, -0.8302, 1.7129], [1.9647, -0.3636, 0.8174], [0.8514, -1.5537, 0.0726], [0.6951, 0.8708, -0.7522], [0.0328, 1.2721, 0.8492], [-3.3403, -1.1854, 2.8781], [-4.2820, -0.9110, 1.7405], [-3.6977, -0.4677, 0.5700], [-3.8805, -1.1515, 3.8351], [-2.6555, -0.3320, 2.9752], [-2.7508, -2.0843, 2.7822], [-4.9194, -0.0721, 2.1199], [-5.0006, -1.7329, 1.5559], [-3.5785, 0.9948, -2.5635], [-4.0060, -0.0674, -2.1317], [-2.3708, 0.9139, -2.6511], [-4.0842, 1.3712, -3.6058], [-3.8553, 1.8683, -1.7791], [7.2797, 3.8556, -1.4718], [6.3799, 4.9257, -1.6652], [5.3199, 4.6332, -2.5514], [4.2511, 3.7502, -1.9678], [4.6531, 2.4062, -2.0326], [3.6036, 1.5037, -1.7637], [7.7044, 3.5434, -2.4295], [6.8221, 3.0152, -0.9485], [8.0600, 4.2714, -0.8334], [5.6605, 4.1536, -3.4897], [4.9206, 5.5909, -2.8919], [3.2801, 3.9005, -2.4566], [4.1409, 4.0818, -0.9296], [2.7944, 1.5207, -2.5080], [3.1163, 1.6595, -0.7899], [4.0209, 0.4985, -1.7504], [-5.4146, -2.2500, -1.7566], [-4.0183, -2.2366, -1.8235], [-3.4119, -3.0071, -2.8612], [-2.3953, -2.1489, -3.6007], [-1.3850, -1.7494, -2.6752], [-0.1462, -1.4531, -3.2761], [-5.7569, -1.3218, -1.3111], [-5.7381, -3.0958, -1.1365], [-5.8705, -2.3673, -2.7424], [-4.1718, -3.4413, -3.5223], [-2.9415, -3.9149, -2.4559], [-2.9290, -1.2724, -3.9996], [-1.9876, -2.6629, -4.4797], [0.3943, -2.3962, -3.4389], [0.4146, -0.8343, -2.5803], [-0.2267, -0.9397, -4.2355], [-2.0238, 2.4209, 2.8543], [-2.9454, 2.5345, 1.7998], [-4.0198, 3.3968, 2.1208], [-5.0305, 3.4285, 0.9773], [-5.1695, 2.1271, 0.3942], [-6.4988, 1.7114, 0.0991], [-1.5497, 3.3809, 3.0748], [-1.3067, 1.6425, 2.6162], [-2.5644, 2.1279, 3.7680], [-3.7111, 4.4157, 2.3666], [-4.5553, 2.9301, 2.9642], [-4.6826, 4.0748, 0.1550], [-5.9539, 3.9034, 1.3288], [-7.0271, 2.5821, -0.2925], [-6.9670, 1.2870, 0.9867], [-6.3768, 0.9773, -0.6937], [4.4773, 1.5901, 3.4204], [3.8925, 1.8311, 4.6672], [2.6558, 1.1932, 4.8096], [1.5036, 1.6633, 3.9289], [1.0732, 2.9570, 4.1651], [0.4085, 3.0629, 5.3915], [4.7275, 0.5206, 3.2739], [5.4022, 2.1562, 3.3534], [3.8187, 1.8151, 2.5799], [2.3320, 1.3101, 5.8495], [2.7850, 0.1035, 4.6938], [0.7130, 0.9035, 4.0662], [1.7805, 1.5575, 2.8776], [-0.1604, 3.9620, 5.6416], [1.0759, 2.8384, 6.2296], [-0.4461, 2.3492, 5.4024], [0.9076, -6.5691, 4.5712], [0.8188, -5.1527, 4.5709], [0.3707, -4.6466, 3.3447], [0.1264, -3.1630, 3.3955], [1.3145, -2.4080, 3.3794], [1.8308, -2.1694, 4.6534], [1.1095, -6.8945, 5.5898], [1.6510, -6.9495, 3.8530], [-0.0340, -7.0574, 4.2600], [-0.5769, -5.0824, 2.9690], [1.0505, -4.8908, 2.5127], [-0.5007, -2.8893, 4.2529], [-0.4474, -2.8938, 2.5044], [2.7106, -1.5236, 4.6196], [1.8759, -3.0324, 5.3131], [1.1497, -1.4455, 5.1683], [4.5601, -3.5802, 2.2210], [4.9144, -3.2595, 0.9040], [3.7596, -3.0026, 0.1323], [4.0971, -2.3282, -1.1942], [4.6395, -3.1874, -2.1568], [5.8246, -3.8608, -1.7747], [5.4779, -3.5622, 2.8076], [4.0415, -4.5420, 2.2572], [3.9177, -2.8026, 2.6526], [2.9597, -2.4873, 0.6688], [3.3642, -3.9912, -0.1741], [4.7947, -1.5038, -0.9512], [3.1873, -1.9255, -1.6382], [6.5520, -3.1211, -1.4113], [6.1891, -4.4306, -2.6246], [5.6588, -4.5695, -0.9545], [-4.0910, 3.0236, -6.5206], [-3.0979, 2.7030, -5.5830], [-2.2834, 1.6496, -6.0105], [-0.8545, 1.8127, -5.4612], [-0.9085, 2.1695, -4.1357], [0.3674, 2.0612, -3.6145], [-3.6028, 3.6057, -7.3269], [-4.8611, 3.6999, -6.1482], [-4.5936, 2.1382, -6.9271], [-2.2185, 1.6032, -7.1119], [-2.7111, 0.6939, -5.6614], [-0.4427, 2.6037, -6.1071], [-0.4044, 0.8262, -5.6321], [0.3232, 2.3212, -2.5503], [1.0646, 2.7224, -4.1468], [0.7994, 1.0498, -3.5494]], "mulliken_charge": [1.347, 0.993, 0.193, -0.669, -0.798, -0.145, -0.509, 0.451, 0.385, 0.012, -1.683, 1.143, -1.019, 0.367, 0.317, 0.363, -0.144, -0.761, 0.054, 2.084, 1.035, -0.475, 0.427, -0.479, -0.824, -1.395, -0.895, -0.574, -0.630, 0.486, -0.092, 0.135, 0.010, 0.280, 2.361, -0.744, -0.776, -0.434, -0.450, -0.577, -0.374, -0.780, -0.119, -0.430, -0.142, 0.278, 0.220, 0.233, 0.331, 0.364, 0.352, 0.284, 0.140, 0.256, -0.013, -0.713, 0.159, -1.017, -0.060, 0.703, -0.640, -0.184, 0.228, 0.472, 0.609, -0.010, -0.305, 0.620, 0.363, -0.320, 0.243, -1.498, 0.949, -0.703, -1.048, 0.088, -0.871, 0.385, -0.212, 0.546, 0.368, 0.385, 0.234, 0.625, 0.453, 0.224, -0.010, -0.551, -0.441, -0.212, 0.606, -0.391, -0.810, 0.249, 0.304, 0.193, 0.377, 0.012, 0.098, -0.525, 0.371, 0.314, 0.276, -0.795, -0.357, -0.837, 0.059, 0.473, -1.251, 0.282, 0.285, 0.311, 0.537, 0.277, 0.540, -0.355, 0.363, 0.348, 0.331, -0.394, -0.479, 0.602, -0.096, -0.460, -0.651, 0.365, 0.272, -0.100, -0.207, 0.175, 0.226, 0.060, 0.263, 0.299, 0.221, -0.942, -0.184, -0.492, -0.371, 0.091, -0.839, 0.337, 0.228, 0.336, 0.533, 0.051, 0.300, 0.242, -0.044, 0.430, 0.112], "e_tot_ev": -139019.7957, "orbital_gap_ev": [6.3203, 6.6763], "e_lumo_ev": [2.3, 2.3], "total_charge": -1, "homo_ev": [-4.02, -4.38], "s_squared": 30.006, "multiplicity": 11}


Entry 2:
{"formula": "C4H6NO3S", "method": "the ωB97M-V functional and the def2-TZVPD basis", "symbols": ["O", "S", "O", "C", "C", "N", "C", "C", "O", "H", "H", "H", "H", "H", "H"], "xyz": [[2.6177, -1.2700, -1.3726], [2.7530, 0.1537, -0.6690], [3.5741, 1.0972, -1.4089], [1.2618, 0.8399, 0.1919], [0.5169, 1.4334, -0.8108], [-0.8243, 1.3414, -0.9072], [-1.3183, 0.2646, 0.0054], [-0.3321, -0.8330, 0.3608], [0.7863, -0.2807, 0.9365], [3.6690, 0.0194, 0.4483], [1.1691, 2.1357, -1.4220], [-2.2438, -0.0700, -0.5712], [-1.6315, 0.7712, 1.0088], [-0.7266, -1.6226, 1.1795], [-0.0538, -1.4795, -0.3896]], "mulliken_charge": [-0.639, 0.732, -0.636, 0.070, -0.195, -0.736, -0.338, -0.441, -0.243, 0.062, 0.311, 0.314, 0.211, 0.196, 0.333], "smiles": "O=[S@@H]([O-])=C1C=NCCO1", "e_tot_ev": -22710.3482, "orbital_gap_ev": 7.3534, "e_lumo_ev": 3.7, "total_charge": -1, "homo_ev": -3.67}


Entry 3:
{"formula": "C24H28N2O6", "method": "the ωB97M-V functional and the def2-TZVPD basis", "symbols": ["C", "C", "O", "C", "O", "C", "C", "C", "C", "N", "C", "O", "C", "C", "N", "C", "C", "C", "C", "C", "C", "C", "O", "C", "C", "O", "C", "C", "C", "O", "C", "C", "H", "H", "H", "H", "H", "H", "H", "H", "H", "H", "H", "H", "H", "H", "H", "H", "H", "H", "H", "H", "H", "H", "H", "H", "H", "H", "H", "H"], "xyz": [[7.4463, 1.3441, 0.4973], [6.6369, 0.3290, -0.2872], [5.2605, 0.6989, -0.2177], [4.4167, -0.0236, -0.9644], [4.7752, -0.9362, -1.6699], [3.0105, 0.4257, -0.8307], [2.0229, -0.2848, -1.5058], [0.6969, 0.0740, -1.3898], [0.3409, 1.1645, -0.6021], [-1.0251, 1.5216, -0.4523], [-1.5433, 2.1328, 0.6830], [-0.9240, 2.4048, 1.6759], [-3.0024, 2.4203, 0.4336], [-3.3504, 1.6963, -0.8697], [-4.2483, 0.5843, -0.5859], [-5.6133, 1.0377, -0.4326], [-4.1549, -0.6359, -1.3713], [-3.9655, -1.8427, -0.4312], [-2.6745, -1.7050, 0.3213], [-2.6028, -0.9134, 1.4512], [-1.3875, -0.6791, 2.0794], [-0.2222, -1.2418, 1.5902], [1.0251, -1.0299, 2.0943], [1.1679, -0.0699, 3.1140], [-0.2948, -2.1106, 0.4788], [0.8862, -2.6757, 0.1013], [0.8827, -3.5798, -0.9739], [-1.5122, -2.3137, -0.1467], [-1.9894, 1.2833, -1.4162], [-1.7738, 0.8694, -2.5254], [1.3290, 1.9046, 0.0414], [2.6533, 1.5280, -0.0618], [7.3176, 2.3358, 0.0717], [8.4985, 1.0768, 0.4636], [7.1173, 1.3647, 1.5328], [6.9432, 0.2986, -1.3391], [6.7527, -0.6789, 0.1277], [2.3185, -1.1277, -2.1105], [-0.0618, -0.4871, -1.9077], [-3.5857, 2.0495, 1.2748], [-3.1400, 3.5012, 0.3721], [-3.7956, 2.3805, -1.6161], [-5.6565, 1.8605, 0.2793], [-6.0561, 1.3781, -1.3821], [-6.2131, 0.2170, -0.0440], [-3.3171, -0.5958, -2.0660], [-5.0649, -0.7787, -1.9681], [-3.9690, -2.7555, -1.0282], [-4.8018, -1.8795, 0.2683], [-3.5005, -0.4651, 1.8468], [-1.3604, -0.0417, 2.9483], [0.7008, -0.4039, 4.0471], [0.7445, 0.8951, 2.8201], [2.2407, 0.0348, 3.2676], [0.5421, -3.1093, -1.9023], [0.2572, -4.4543, -0.7625], [1.9177, -3.8964, -1.0924], [-1.5761, -2.9509, -1.0154], [1.0649, 2.7640, 0.6351], [3.4161, 2.0910, 0.4522]], "mulliken_charge": [-1.236, -0.228, -0.251, 0.477, -0.633, 0.391, -1.171, 0.042, 0.512, 0.596, 0.161, -0.582, -1.135, 0.439, 0.548, -1.224, -0.843, -1.341, 0.149, -0.396, -0.874, 0.680, -0.426, -0.817, 0.629, -0.430, -0.975, -0.180, -0.490, -0.621, -0.721, -0.733, 0.310, 0.403, 0.309, 0.319, 0.309, 0.475, 0.530, 0.404, 0.369, 0.511, 0.340, 0.392, 0.319, 0.366, 0.454, 0.479, 0.372, 0.369, 0.359, 0.345, 0.270, 0.270, 0.352, 0.376, 0.261, 0.480, 0.434, 0.500], "smiles": "CCOC(=O)c1ccc(N2C(=O)C[C@H](N(C)CCc3ccc(OC)c(OC)c3)C2=O)cc1", "e_tot_ev": -40608.2083, "orbital_gap_ev": 8.2599, "e_lumo_ev": 0.5, "homo_ev": -7.78}


Entry 4:
{"formula": "C4H17N2O2", "method": "the ωB97M-V functional and the def2-TZVPD basis", "symbols": ["C", "N", "C", "C", "N", "C", "H", "H", "H", "H", "H", "H", "H", "H", "H", "H", "H", "H", "H", "H", "H", "O", "H", "H", "O"], "xyz": [[0.1590, 0.3075, -0.4473], [0.6548, -1.0949, -0.2304], [-0.2100, -2.0852, -0.8862], [-0.9730, 0.5989, 0.5066], [-0.5647, 0.5014, 1.8951], [0.2368, 1.6536, 2.3709], [0.9217, 1.0739, -0.2854], [-0.1309, 0.3973, -1.4893], [1.6307, -1.1830, -0.5629], [0.0220, -2.1764, -1.9459], [0.0872, -3.0809, -0.5541], [-1.2394, -1.9366, -0.6374], [-1.4315, 1.5332, 0.1820], [-1.7938, -0.1035, 0.4005], [0.8370, -1.2318, 0.7703], [-1.3925, 0.3910, 2.4586], [0.0597, 1.7574, 3.4331], [1.2914, 1.4005, 2.2503], [-0.0068, 2.5591, 1.8170], [3.0987, -2.4767, -2.2339], [3.8049, -2.5681, -0.8236], [2.9638, -2.4647, -1.2780], [-3.0474, 2.4244, -2.1997], [-2.5842, 3.3066, -1.0124], [-2.3938, 2.4970, -1.4979]], "mulliken_charge": [-0.757, -0.090, -0.914, -0.515, -0.395, -0.847, 0.390, 0.393, 0.392, 0.322, 0.371, 0.365, 0.268, 0.469, 0.406, 0.280, 0.378, 0.245, 0.292, 0.313, 0.306, -0.647, 0.297, 0.296, -0.617], "e_tot_ev": -11492.7101, "orbital_gap_ev": 9.9344, "e_lumo_ev": -2.7, "total_charge": 1, "homo_ev": -12.65}